*1*
Here is a molecular structure, C4H5NS from the Open Molecules 2025 dataset. Energies are from ωB97M-V with the def2-TZVPD basis set.

```
! RIJCOSX wB97M-V def2-TZVPD def2/J DEFGRID3
* xyz 0 3
C 1.41462 0.36056 -0.26250
C 0.37058 1.11968 0.00031
C 0.97619 -1.04727 -0.22813
C -0.91208 -0.24483 0.61293
N -0.17496 -1.39046 0.19954
S -2.52756 0.22483 -0.09111
H 2.35779 0.69089 -0.45431
H 0.04253 2.17697 0.13252
H 1.59092 -1.94810 -0.17524
H -0.92566 0.03463 1.58035
H -2.21236 0.02311 -1.31438
*
```

HOMO-LUMO gap (alpha / beta): 6.643 / 6.855 eV
⟨S²⟩: 2.0174
Lowest unoccupied orbital energy (alpha / beta): 0.913 / -2.661 eV


*2*
Here is a single C4H5NS molecule from the Open Molecules 2025 dataset. Energies are from ωB97M-V with the def2-TZVPD basis set.

```
! RIJCOSX wB97M-V def2-TZVPD def2/J DEFGRID3
* xyz 0 3
C 0.67433 0.94912 -1.16143
C -0.77988 -1.11694 -0.14332
C 0.06310 0.93957 0.98678
C -0.30559 0.41569 -0.31076
N 0.58464 -1.49170 0.25014
S 1.46316 -0.14207 0.16142
H 0.60444 0.78506 -2.22711
H -1.47130 -1.21473 0.60571
H -0.99397 -1.50462 -1.04998
H 0.47455 1.83475 0.99827
H -0.31348 0.54588 1.89028
*
```

HOMO-LUMO gap (alpha / beta): 6.682 / 6.657 eV
⟨S²⟩: 2.0360
Lowest unoccupied orbital energy (alpha / beta): 0.703 / -1.764 eV


Most stable to least stable: *1*, *2*


*1*
Here is a single C2H3BrN2S molecule from the Open Molecules 2025 dataset. Energies are from ωB97M-V with the def2-TZVPD basis set.

```
! RIJCOSX wB97M-V def2-TZVPD def2/J DEFGRID3
* xyz 0 1
C -0.47704 -0.51259 -0.38508
C -0.87084 0.21835 -1.43781
N -0.87461 -0.07180 0.87244
N 1.51576 0.13906 1.58409
S 0.09053 0.46597 1.93419
Br -0.21408 -0.15749 -3.18684
H 0.10926 -1.37114 -0.48034
H -1.42910 1.00270 -1.27195
H 2.15013 0.28694 2.37130
*
```

HOMO-LUMO gap: 8.370 eV
Lowest unoccupied orbital energy: -0.561 eV


*2*
Here is 2 unconnected molecules or ions with the total composition C2H3BrN2S from the Open Molecules 2025 dataset. Energies are from ωB97M-V with the def2-TZVPD basis set.

```
! RIJCOSX wB97M-V def2-TZVPD def2/J DEFGRID3
* xyz 0 1
C 0.35800 0.69525 1.42490
C 0.51533 -0.20413 -0.62413
N 1.07919 -0.01811 0.60638
N -0.64493 0.56989 -0.73043
S -1.19168 1.18340 0.75967
Br -0.21095 -3.01783 -0.90649
H 0.43567 1.04183 2.42538
H 0.90008 -0.38153 -1.61055
H -1.24071 0.13124 -1.34474
*
```

HOMO-LUMO gap (alpha / beta): 6.439 / 6.441 eV
Lowest unoccupied orbital energy (alpha / beta): -1.736 / -1.735 eV


Most stable to least stable: *2*, *1*


*1*
Here is 2 unconnected molecules or ions with the total composition C2H8NO2 from the Open Molecules 2025 dataset. Energies are from ωB97M-V with the def2-TZVPD basis set.

```
! RIJCOSX wB97M-V def2-TZVPD def2/J DEFGRID3
* xyz -1 1
C -0.48438 -0.66130 -0.23147
O 0.70748 -0.76921 0.33649
C -0.93782 0.76414 -0.85104
N 0.11102 1.33576 -1.74125
H -1.38086 -0.79467 0.42100
H -0.65999 -1.31145 -1.11850
H -1.03887 1.43636 -0.00246
H -1.75602 0.49447 -1.51230
H 0.68107 0.54264 -2.04714
H 0.77923 1.82389 -1.14177
H 1.73245 -0.78008 3.34317
H 1.12446 -0.84181 1.78677
O 1.12223 -1.23873 2.75851
*
```

HOMO-LUMO gap: 7.638 eV
Lowest unoccupied orbital energy: 4.511 eV


*2*
Here is a molecular structure, C2H8NO2 from the Open Molecules 2025 dataset. Energies are from ωB97M-V with the def2-TZVPD basis set.

```
! RIJCOSX wB97M-V def2-TZVPD def2/J DEFGRID3
* xyz -1 1
C 0.37426 0.68927 -0.87088
O 0.02811 -0.50250 -1.42562
C 0.34407 0.64774 0.66792
N 1.44466 -0.21818 1.15473
H -0.18432 1.59637 -1.20496
H 1.41102 1.01782 -1.16117
H -0.64123 0.21894 0.87412
H 0.42227 1.65563 1.08590
H 1.23184 -1.12080 0.70957
H 1.26096 -0.41449 2.12756
H -2.35310 -1.73878 -0.14278
H -1.12157 -0.83454 -1.07795
O -2.21698 -0.99648 -0.73645
*
```

HOMO-LUMO gap: 8.134 eV
Lowest unoccupied orbital energy: 4.532 eV


*3*
Here is 2 unconnected molecules or ions with the total composition C2H8NO2 from the Open Molecules 2025 dataset. Energies are from ωB97M-V with the def2-TZVPD basis set.

```
! RIJCOSX wB97M-V def2-TZVPD def2/J DEFGRID3
* xyz -1 1
C 0.03302 -1.95107 -1.47489
O -0.88533 -1.82077 -0.48262
H 0.94675 -2.13696 -0.93534
H 0.26003 -0.99289 -1.93466
H -0.02053 -2.77613 -2.16768
N -0.55178 2.11769 1.05566
C 0.80399 1.51739 0.73651
O 0.56319 0.24033 0.30494
H -1.02854 1.43383 1.56254
H -0.97740 2.27037 0.04414
H 1.39350 1.73028 1.63156
H 1.22507 2.24799 0.00025
H -0.38133 -1.35464 0.26131
*
```

HOMO-LUMO gap: 7.273 eV
Lowest unoccupied orbital energy: 4.405 eV


*4*
Here is 2 unconnected molecules or ions with the total composition C2H8NO2 from the Open Molecules 2025 dataset. Energies are from ωB97M-V with the def2-TZVPD basis set.

```
! RIJCOSX wB97M-V def2-TZVPD def2/J DEFGRID3
* xyz -1 1
C -0.09327 0.62091 -0.61088
O 0.52372 0.80007 0.57275
C 0.37969 -0.64982 -1.37419
N 0.61204 -1.77440 -0.45708
H 0.13258 1.44726 -1.33901
H -1.22412 0.53850 -0.58671
H 1.33043 -0.28177 -1.79044
H -0.26493 -0.83198 -2.22894
H -0.20832 -2.03293 0.06555
H 1.30589 -1.35819 0.15134
H -1.57461 1.44526 2.52191
H -0.19419 0.80258 2.18503
O -0.72490 1.27450 2.89066
*
```

HOMO-LUMO gap: 7.591 eV
Lowest unoccupied orbital energy: 4.561 eV


Most stable to least stable: *2*, *4*, *1*, *3*